[1]
{"formula": "C6H11N", "method": "ωB97M-V with the def2-TZVPD basis set", "symbols": ["C", "H", "C", "H", "H", "H", "H", "C", "H", "H", "C", "H", "C", "C", "H", "N", "H", "H"], "positions_angstrom": [[-0.2950, -1.1814, 1.7972], [0.3870, 0.9010, -2.8646], [0.7157, -0.6076, 0.7856], [-0.8423, -2.0136, 1.3883], [-0.9485, 1.6716, -1.4143], [1.1216, -1.3231, -1.6947], [-1.0666, -0.6564, 3.7638], [-0.4671, 1.4282, -0.4726], [0.3509, -0.5195, -3.6224], [-0.4138, 0.6640, 2.6797], [-0.6961, -0.3781, 2.7849], [1.3329, 0.1804, 1.2430], [0.3483, -0.5671, -1.6240], [0.0698, 0.0177, -0.4196], [1.3723, -1.4600, 0.5685], [-0.0908, 0.0015, -2.8718], [-1.1454, 1.6030, 0.3726], [0.2670, 2.2394, -0.3995]], "forces_ev_per_angstrom": [[-0.144, 2.065, -1.125], [-0.437, 0.239, -0.579], [-0.768, 0.341, 0.737], [0.327, -1.068, 0.835], [-0.521, -0.434, 0.066], [-0.524, -0.630, 0.152], [-1.048, -0.193, -0.447], [-0.661, 0.061, 1.126], [-0.222, 0.014, -0.057], [0.594, -0.005, 0.533], [0.772, -0.176, 0.404], [-0.119, -0.371, 0.314], [-0.423, 1.042, 1.076], [1.698, -0.802, -2.992], [-0.032, 0.353, -0.521], [1.102, -0.063, 0.520], [-0.172, 0.108, -0.319], [0.579, -0.481, 0.276]], "nbo_charge": [-0.1626, 0.3573, -0.4566, 0.2066, 0.2325, 0.1795, 0.2037, -0.6644, 0.3608, 0.1798, -0.4019, 0.2038, -0.0211, -0.0412, 0.2185, -0.8263, 0.2188, 0.2130], "gap_ha": 0.3388, "smiles": "C=CC/C(C)=C/N", "lumo_energy_ev": 0.99, "charge": 0, "homo_ev": -8.2}

[2]
{"formula": "C6H11N", "method": "ωB97M-V with the def2-TZVPD basis set", "symbols": ["H", "N", "H", "C", "H", "H", "H", "H", "H", "H", "C", "C", "H", "C", "H", "C", "C", "H"], "positions_angstrom": [[-0.7033, 0.1428, 1.9397], [1.5318, -1.0231, -1.4252], [-1.5379, 1.4982, -1.3026], [-0.1393, 2.0996, 0.3460], [-0.3818, -2.0594, -0.1039], [0.2957, 1.6469, -1.7866], [1.9883, 0.7554, -0.3914], [-0.3821, 3.1466, 0.2478], [1.9289, -0.5275, 0.7127], [-1.8587, 0.1561, 0.6564], [-0.9051, -0.2035, 0.9505], [0.0024, 0.3829, -0.1004], [-0.5549, -2.2626, 1.7515], [-0.3601, 1.5050, -0.9797], [-1.9507, -2.1698, 0.6504], [1.4028, -0.1180, -0.2927], [-0.9374, -1.7811, 0.8637], [2.5614, -1.1885, -1.7363]], "forces_ev_per_angstrom": [[0.433, 0.151, 0.422], [0.524, 0.792, 0.328], [2.680, 0.371, 0.463], [0.923, -1.371, -2.256], [-0.277, 0.060, 1.685], [0.946, 0.297, -1.399], [1.196, 1.859, -0.313], [0.391, 0.562, 0.892], [-1.619, 0.510, -1.528], [-1.319, 0.413, 0.199], [-0.438, -2.191, -1.508], [0.894, 1.611, 2.221], [0.314, -0.136, -0.018], [-4.921, -1.783, 0.525], [0.286, 0.389, 0.466], [2.094, -2.875, 0.963], [0.021, 0.432, -2.244], [-2.129, 0.911, 1.100]], "nbo_charge": [0.2372, -0.8096, 0.2291, -0.0416, 0.2527, 0.2715, 0.1986, 0.2197, 0.1820, 0.2058, -0.4578, 0.2686, 0.2165, -0.5590, 0.2127, -0.3235, -0.6337, 0.3310], "gap_ha": 0.1608, "lumo_energy_ev": -2.13, "charge": 0, "homo_ev": -6.5}

[3]
{"formula": "C6H11N", "method": "ωB97M-V with the def2-TZVPD basis set", "symbols": ["C", "C", "H", "C", "H", "H", "C", "H", "H", "H", "H", "C", "H", "H", "N", "H", "H", "C"], "positions_angstrom": [[-0.7891, -0.5454, -0.3184], [-1.8913, -0.6214, -1.0611], [0.4153, -1.9236, -1.6909], [1.1915, 0.3803, 0.5693], [1.8140, 1.4126, -1.0790], [-1.5493, 2.1341, 0.6194], [0.4753, -1.8470, -0.6050], [-0.0231, -2.6944, -0.1333], [-0.3686, 2.0364, 1.9319], [-2.2803, -1.5732, -1.4089], [3.0722, 1.0755, 0.1112], [-0.1862, 0.4689, 0.4324], [1.5910, 0.0338, 1.5138], [1.5437, -1.9016, -0.3926], [2.1304, 0.9568, -0.2330], [-2.4297, 0.2658, -1.3810], [-1.7234, 0.9016, 1.8665], [-0.9925, 1.4408, 1.2589]], "forces_ev_per_angstrom": [[4.557, -1.558, -1.460], [-1.162, -0.394, -0.331], [-0.155, -0.367, 0.006], [1.781, 1.729, 1.715], [0.338, -0.059, 0.209], [0.113, -0.037, -0.017], [-3.559, 0.581, -0.667], [0.208, -0.284, -0.251], [0.004, -0.062, -0.141], [0.248, 0.082, -0.220], [-0.208, -0.180, -0.406], [-1.408, 0.248, -0.404], [0.378, 0.536, 0.554], [-0.227, 1.036, 0.753], [-0.478, -0.845, -0.403], [-0.219, -0.032, 0.545], [-0.185, 0.096, 0.046], [-0.024, -0.490, 0.471]], "nbo_charge": [0.0590, -0.4968, 0.2040, 0.1102, 0.3994, 0.2211, -0.6825, 0.2065, 0.2117, 0.1990, 0.3994, -0.2255, 0.1639, 0.2152, -0.7720, 0.2011, 0.2100, -0.6237], "gap_ha": [0.2123, 0.2751], "smiles": "C=C(C)/C(C)=C/N", "lumo_energy_ev": [-0.08, 0.87], "charge": 0, "homo_ev": [-5.9, -6.6]}

[4]
{"formula": "C6H11N", "method": "ωB97M-V with the def2-TZVPD basis set", "symbols": ["H", "N", "C", "H", "C", "H", "H", "C", "H", "H", "H", "H", "C", "H", "H", "C", "C", "H"], "positions_angstrom": [[0.3123, -0.1150, 2.9143], [0.2259, 0.0001, 1.9121], [0.2083, -0.3749, -0.2985], [1.3498, -1.7215, -1.5785], [0.0154, 1.1436, -0.0756], [-1.4858, 1.1969, 1.5245], [2.2300, -0.2572, -1.1016], [-1.1225, -1.0509, -0.6706], [-0.0182, 2.1225, 1.9038], [-0.9976, -2.1354, -0.7527], [0.9774, 1.6520, -0.2139], [0.9446, -0.1588, -2.3194], [1.2463, -0.6491, -1.3843], [-1.4801, -0.6716, -1.6356], [-1.9004, -0.8602, 0.0790], [0.6027, -0.9421, 1.0732], [-0.3972, 1.2349, 1.3866], [-0.7110, 1.5869, -0.7627]], "forces_ev_per_angstrom": [[0.011, -0.099, -0.162], [0.122, -0.270, 0.006], [0.035, -0.053, -0.118], [-0.021, 0.141, 0.084], [0.028, 0.045, -0.027], [0.174, -0.023, 0.002], [-0.141, -0.066, -0.013], [-0.090, -0.037, -0.010], [-0.027, -0.181, -0.058], [0.005, 0.160, 0.041], [-0.149, -0.047, -0.013], [0.046, -0.086, 0.122], [0.053, -0.023, -0.031], [0.070, -0.044, 0.126], [0.115, -0.016, -0.099], [-0.249, 0.593, 0.116], [-0.052, 0.053, -0.068], [0.069, -0.047, 0.101]], "nbo_charge": [0.3960, -0.5688, -0.1794, 0.2188, -0.4203, 0.1942, 0.2098, -0.6032, 0.2038, 0.2238, 0.2090, 0.2017, -0.5927, 0.2081, 0.2043, 0.1289, -0.2513, 0.2176], "gap_ha": 0.3326, "lumo_energy_ev": 0.89, "charge": 0, "homo_ev": -8.2}

[5]
{"formula": "C6H11N", "method": "ωB97M-V with the def2-TZVPD basis set", "symbols": ["C", "H", "H", "C", "H", "H", "H", "C", "H", "H", "C", "N", "C", "H", "C", "H", "H", "H"], "positions_angstrom": [[0.9926, 0.0890, -0.5028], [2.6380, -1.0345, 0.1772], [-1.2241, 1.0532, 1.6385], [-1.0610, -0.8180, 0.3586], [-1.1723, -1.6086, 1.1031], [0.0126, -2.0032, -0.8601], [1.4702, 0.0589, -1.4518], [-1.1195, 0.6617, 0.5009], [0.5458, 2.1561, -0.0010], [-2.2123, 0.0200, -1.2638], [-0.0634, 1.2474, -0.3612], [0.0380, -1.0924, -0.5318], [2.1041, -0.1084, 0.4588], [-2.9310, -0.3541, 0.4490], [-2.2022, -0.0419, -0.1804], [-0.5149, 1.4993, -1.2981], [1.8207, -0.3170, 1.4744], [2.8787, 0.5926, 0.2903]], "forces_ev_per_angstrom": [[-2.216, -2.134, -1.411], [-0.455, 0.056, -0.136], [-0.091, -0.612, -2.990], [2.074, -0.976, -0.949], [-0.453, 0.735, 0.352], [1.230, -1.484, -1.090], [0.256, 0.603, -1.183], [0.208, 1.243, 5.072], [-1.437, -1.098, -0.119], [-0.695, 0.022, 0.193], [3.289, 0.660, 0.753], [-0.681, 2.880, 1.467], [0.557, -1.612, 0.078], [-3.384, -0.074, 0.945], [1.178, -0.324, -1.351], [0.161, 0.123, -0.823], [-0.167, 0.634, 0.651], [0.627, 1.358, 0.539]], "nbo_charge": [-0.0127, 0.2127, 0.2199, -0.0646, 0.1953, 0.3886, 0.1918, -0.2365, 0.2165, 0.2208, -0.4138, -0.6997, -0.6283, 0.2198, -0.4447, 0.2140, 0.2117, 0.2091], "gap_ha": 0.3257, "smiles": "C[C@@H]1C[C@H]2C[C@H]2N1", "lumo_energy_ev": 1.18, "charge": 0, "homo_ev": -7.7}

[6]
{"formula": "C6H11N", "method": "ωB97M-V with the def2-TZVPD basis set", "symbols": ["H", "H", "H", "C", "H", "H", "H", "C", "H", "C", "H", "C", "H", "H", "N", "C", "H", "C"], "positions_angstrom": [[-1.2602, 1.1665, -2.3398], [2.1215, -1.8107, 1.2688], [-1.2808, -1.0368, 1.1989], [1.7199, 0.2538, 1.1735], [-0.0063, -0.7275, -2.1035], [-2.0550, 0.5732, 1.2004], [1.1169, -2.4261, -0.8454], [-1.3245, 1.3340, -1.2653], [1.4883, 1.0949, 0.5453], [0.9056, -1.4559, -0.4132], [-0.7046, 2.2001, -1.0303], [-1.1641, 0.0121, 0.9347], [2.3368, 0.4673, 2.0272], [-2.3615, 1.5781, -1.0117], [-0.0058, -0.7035, -1.0857], [-0.8684, 0.1417, -0.5051], [-0.2918, 0.3612, 1.5468], [1.6342, -1.0222, 0.7043]], "forces_ev_per_angstrom": [[0.018, 0.021, -0.150], [0.064, -0.009, -0.041], [0.123, -0.239, 0.066], [0.654, -0.455, 0.085], [-0.037, -0.006, 0.131], [-0.048, 0.096, -0.021], [0.002, 0.067, -0.059], [-0.485, -0.234, -0.114], [-0.486, 0.250, -0.050], [0.207, -1.055, -0.265], [0.057, 0.142, 0.029], [0.221, 0.207, -0.699], [0.197, 0.023, 0.170], [0.174, 0.045, -0.048], [-0.424, 0.916, 0.262], [0.194, -0.248, 0.328], [-0.069, 0.031, 0.001], [-0.362, 0.449, 0.375]], "nbo_charge": [0.2090, 0.2065, 0.2361, -0.5525, 0.3881, 0.2179, 0.1899, -0.6519, 0.1824, -0.2226, 0.2247, -0.6903, 0.2022, 0.2225, -0.4313, 0.2362, 0.2565, -0.2234], "gap_ha": [0.2661, 0.2661], "lumo_energy_ev": [0.89, 0.89], "charge": 0, "homo_ev": [-6.4, -6.4]}